A cluster of 2 separate species, C4H10S in total, computed with ωB97M-V/def2-TZVPD.

ORCA input file:
```
! RIJCOSX wB97M-V def2-TZVPD def2/J DEFGRID3
* xyz 0 1
C -1.79293 1.20830 -2.55406
C -2.67160 1.24765 -1.53476
H -2.10853 0.77176 -3.49952
H -0.85092 1.72707 -2.49552
H -3.54837 0.60795 -1.48612
H -2.62334 1.97371 -0.70803
C 2.32344 -1.89318 1.80566
S 0.93846 -1.59930 0.73913
C 0.71013 0.19167 0.92983
H 3.01629 -1.06698 1.70928
H 2.00590 -2.02385 2.83064
H 2.90985 -2.84400 1.59886
H 1.12922 0.75480 1.74883
H -0.37891 0.22522 0.93021
H 0.94130 0.71920 -0.01443
*
```

The calculation puts the calculated total energy at -556.52085 hartree. As for the LUMO energy: 1.12 eV. The SMILES is C=C.CSC. As for the relative energy (zero: lowest compared OMol25 entry of this formula, charge and spin): 38.4 kcal per mole.

These are the Mulliken partial charges, in e, on atoms 1 to 2: C -0.42; C -0.49